# 1
Molecular formula: C23H37CrN3O5Si4Te
Method: DFT, the ωB97M-V functional and the def2-TZVPD basis

```
74
Properties=species:S:1:pos:R:3:lowdin_spin:R:1
Cr -2.577 0.908 0.467 2.796
O -2.257 1.572 -3.964 0.000
C -3.056 0.551 -4.327 0.000
C -3.265 0.312 -5.684 0.000
C -4.109 -0.701 -6.094 -0.001
C -4.762 -1.495 -5.160 0.000
C -4.532 -1.295 -3.816 -0.001
C -3.674 -0.285 -3.381 -0.001
C -3.437 -0.096 -1.948 -0.004
O -2.791 0.946 -1.502 0.011
N -3.910 -0.992 -1.127 -0.001
N -3.647 -0.671 0.170 -0.029
C -4.456 -1.219 1.039 0.048
C -4.400 -1.026 2.441 0.008
C -5.292 -1.739 3.255 0.009
C -5.270 -1.623 4.624 0.005
C -4.338 -0.775 5.220 0.011
C -3.466 -0.034 4.454 0.002
C -3.473 -0.119 3.048 0.013
O -2.645 0.586 2.347 0.045
H -2.269 1.605 -2.976 0.001
H -2.758 0.947 -6.395 0.000
H -4.261 -0.869 -7.150 0.000
H -5.450 -2.263 -5.483 0.000
H -5.002 -1.910 -3.065 0.000
H -5.238 -1.861 0.641 0.001
H -5.993 -2.412 2.779 0.000
H -5.961 -2.190 5.236 0.000
H -4.290 -0.703 6.298 0.001
H -2.741 0.622 4.921 0.000
O -4.153 2.244 0.770 0.010
N -3.339 3.234 0.772 0.031
O -2.149 2.793 0.582 -0.015
C 4.966 2.257 1.458 0.002
Si 3.049 2.172 1.390 0.006
C 2.464 2.267 3.215 0.000
C 2.473 3.774 0.505 0.000
Si 2.251 0.204 0.310 0.008
Te -0.278 0.085 0.195 0.041
Si 3.032 0.139 -1.936 -0.002
C 2.390 -1.425 -2.834 0.001
C 2.428 1.654 -2.943 0.001
C 4.952 0.116 -2.078 -0.001
Si 2.957 -1.718 1.497 -0.001
C 2.339 -1.713 3.313 0.001
C 2.322 -3.326 0.674 0.001
C 4.874 -1.841 1.574 -0.001
H 5.327 3.156 1.949 0.000
H 5.391 2.237 0.462 0.000
H 5.370 1.409 1.996 0.000
H 2.668 3.229 3.676 0.000
H 2.949 1.504 3.816 0.000
H 1.394 2.096 3.273 0.000
H 2.669 4.672 1.085 0.000
H 1.405 3.732 0.319 0.000
H 2.968 3.887 -0.455 0.000
H 1.327 -1.525 -2.644 0.001
H 2.874 -2.322 -2.461 0.000
H 2.537 -1.390 -3.909 0.000
H 1.360 1.780 -2.795 0.001
H 2.601 1.548 -4.011 0.000
H 2.915 2.569 -2.618 0.000
H 5.364 -0.749 -1.572 0.000
H 5.384 0.996 -1.618 0.000
H 5.291 0.085 -3.110 0.000
H 1.272 -1.512 3.329 0.001
H 2.827 -0.935 3.890 0.000
H 2.505 -2.657 3.825 0.000
H 1.261 -3.221 0.472 0.001
H 2.464 -4.210 1.289 0.000
H 2.818 -3.498 -0.275 0.000
H 5.293 -0.972 2.068 0.000
H 5.292 -1.877 0.575 0.000
H 5.220 -2.721 2.109 0.000
```

Computed properties:
* energy: -106389.4569 eV
* molecular weight: 727.50 g/mol
* ΔE to the lowest compared entry with this formula, charge and spin: 22.4 kcal per mole
* net charge: -1
* HOMO-LUMO gap (alpha / beta): 0.2444 / 0.2412 Ha
* spin multiplicity: 4



# 2
Molecular formula: C23H37I2N8O4PS
Method: DFT, the ωB97M-V functional and the def2-TZVPD basis

```
76
Properties=species:S:1:pos:R:3:lowdin_charge:R:1
H -2.283 1.167 -4.130 0.022
N -2.731 0.246 -4.151 0.125
C -2.289 -0.457 -3.203 -0.243
C -1.233 -0.076 -2.201 -0.064
C -1.728 0.480 -0.831 -0.429
C -3.219 0.230 -0.599 -0.050
C -3.637 -1.198 -0.295 -0.351
O -4.237 -1.785 -1.456 -0.038
C -4.716 -1.206 0.783 -0.229
N -4.839 -2.540 1.431 0.005
N -1.583 1.956 -0.806 0.088
C -1.969 2.682 -1.698 -0.769
S -2.734 3.729 -2.572 0.774
O -1.050 -0.173 0.213 -0.127
C 0.137 0.370 0.679 -0.506
C 1.059 0.919 -0.400 -0.059
P -0.203 1.920 1.773 0.808
N -1.745 2.270 1.915 -0.324
C 0.999 -0.732 1.476 -0.404
O 2.042 0.120 2.049 -0.017
C 2.340 -0.039 3.290 -0.393
N 2.625 -0.180 4.428 0.191
C 0.236 -1.522 2.524 -0.591
I -1.644 -0.849 3.258 1.148
C 0.657 -2.634 3.133 -0.742
C -0.121 -3.401 4.141 -0.246
I 2.563 -3.490 2.872 1.143
N 1.640 -1.557 0.477 -0.079
C 3.060 -1.447 0.246 -0.276
N 3.529 -2.363 -0.797 -0.071
C 4.967 -2.141 -1.003 -0.101
C 0.841 -2.517 -0.199 -0.227
O 1.188 -3.884 0.017 -0.229
C 1.198 -4.618 -1.172 -0.120
H -2.668 -1.463 -3.131 0.096
H -0.484 0.567 -2.644 0.116
H -0.705 -0.988 -1.958 0.099
H -3.815 0.601 -1.425 0.136
H -3.458 0.843 0.257 0.112
H -2.839 -1.862 0.026 0.129
H -4.489 -2.681 -1.237 0.090
H -4.520 -0.470 1.557 0.089
H -5.673 -0.965 0.339 0.117
H -4.826 -2.406 2.426 0.044
H -4.037 -3.104 1.194 0.048
H 0.628 1.774 -0.902 0.064
H 1.263 0.176 -1.158 0.087
H 2.006 1.237 0.009 0.089
H 0.447 2.993 1.138 -0.001
H 0.326 1.760 3.067 0.012
H -1.988 2.262 2.896 -0.067
H -0.191 -2.827 5.054 0.072
H 0.401 -4.311 4.389 0.029
H -1.089 -3.688 3.760 0.054
H 3.345 -0.440 -0.077 0.115
H 3.676 -1.639 1.113 0.044
H 3.090 -2.063 -1.656 0.098
H 5.437 -1.739 -0.113 0.078
H 5.456 -3.076 -1.226 0.073
H 5.153 -1.426 -1.796 0.079
H -0.198 -2.424 0.084 0.132
H 0.868 -2.341 -1.276 0.114
H 1.374 -5.659 -0.954 0.089
H 1.986 -4.282 -1.842 0.074
H 0.259 -4.528 -1.715 0.086
C 1.831 6.440 -2.238 -0.077
C 2.755 6.553 -1.212 -0.073
C 2.500 5.892 -0.021 -0.153
N 1.413 5.155 0.195 0.049
C 0.534 5.058 -0.801 -0.162
C 0.694 5.676 -2.032 -0.068
H 1.994 6.940 -3.184 0.106
H 3.655 7.141 -1.332 0.101
H 3.198 5.952 0.807 0.104
H -0.346 4.455 -0.594 0.071
H -0.054 5.562 -2.804 0.085
```

Computed properties:
* energy: -80880.2815 eV
* molecular weight: 806.45 g/mol
* HOMO-LUMO gap: 0.2915 Ha
* SMILES: [H]/N=C\C[C@](C[C@H](O)CN)(N=C=S)O[C@@](C)([PH2]=N)[C@@](OC#N)(/C(I)=C(/C)I)N(CNC)COC.c1ccncc1



# 3
Molecular formula: C23H38Cl2N3O4Sc
Method: DFT, the ωB97M-V functional and the def2-TZVPD basis

```
71
Properties=species:S:1:pos:R:3:lowdin_charge:R:1
O 0.739 0.856 -1.491 -0.298
C 0.971 1.418 -2.721 -0.381
C 1.043 2.956 -2.617 -0.174
C 0.699 3.646 -1.449 -0.038
H 0.413 3.080 -0.561 0.053
C 0.679 5.045 -1.436 -0.084
H 0.396 5.564 -0.517 0.099
C 1.015 5.761 -2.592 -0.108
H 0.994 6.853 -2.586 0.092
C 1.379 5.073 -3.761 -0.097
H 1.647 5.622 -4.669 0.096
C 1.403 3.679 -3.761 -0.054
H 1.690 3.119 -4.655 0.116
H 1.947 1.083 -3.138 0.141
C 0.032 -0.537 -4.138 -0.073
C -0.098 0.894 -3.697 -0.259
H -0.608 -0.724 -5.008 0.073
H -0.336 -1.205 -3.344 0.020
H 1.072 -0.817 -4.348 0.078
C -1.215 1.627 -3.838 -0.132
C -2.476 1.175 -4.484 -0.130
H -1.272 2.616 -3.373 0.120
H -2.714 1.776 -5.367 0.071
H -3.297 1.302 -3.767 0.063
H -2.431 0.118 -4.759 0.052
Sc -0.521 -0.200 -0.377 0.522
Cl -1.544 1.729 0.717 0.039
Cl -2.419 -0.797 -1.774 0.125
C -2.860 -1.261 1.174 -0.376
O -1.617 -1.468 1.078 -0.188
N -3.707 -2.097 1.744 -0.156
C -3.270 -3.378 2.303 -0.012
C -5.094 -1.701 1.937 -0.027
H -3.277 -0.327 0.769 0.068
H -2.217 -3.532 2.072 0.089
H -3.862 -4.193 1.878 0.095
H -3.413 -3.386 3.389 0.093
H -5.183 -0.693 1.527 0.097
H -5.365 -1.683 2.997 0.094
H -5.788 -2.360 1.406 0.097
H 1.543 -5.130 -1.262 0.100
H 4.023 -4.236 -0.959 0.096
C 1.507 -4.349 -2.033 -0.017
C 3.748 -3.393 -1.605 -0.040
N 2.312 -3.206 -1.634 -0.172
H 0.473 -4.038 -2.179 0.096
C 1.742 -2.134 -1.079 -0.227
O 0.487 -2.032 -0.968 -0.120
H 4.220 -2.486 -1.226 0.093
H 2.419 -1.344 -0.724 0.150
H 1.930 -4.752 -2.956 0.095
H 4.118 -3.602 -2.615 0.095
O 1.053 -0.179 1.236 -0.060
C 1.014 -0.191 2.490 -0.421
C 2.269 -0.225 3.340 -0.087
C 2.423 0.993 4.249 -0.183
C 1.651 0.881 5.563 -0.214
C 0.139 0.917 5.379 -0.187
C -0.381 -0.274 4.582 -0.161
N -0.149 -0.163 3.146 0.093
H 2.235 -1.154 3.920 0.127
H 3.101 -0.266 2.636 0.121
H 3.486 1.122 4.473 0.113
H 2.098 1.899 3.726 0.129
H 1.924 -0.054 6.068 0.113
H 1.945 1.711 6.212 0.111
H -0.356 0.898 6.356 0.112
H -0.153 1.847 4.880 0.125
H 0.070 -1.203 4.967 0.125
H -1.468 -0.338 4.716 0.125
H -0.963 -0.152 2.541 0.065
```

Computed properties:
* energy: -82881.0540 eV
* molecular weight: 536.44 g/mol
* HOMO-LUMO gap: 0.2786 Ha



# 4
Molecular formula: C23H38F2IN2O6
Method: DFT, the ωB97M-V functional and the def2-TZVPD basis

```
72
Properties=species:S:1:pos:R:3:lowdin_charge:R:1
C 0.998 0.458 3.722 0.005
C 1.592 0.415 2.487 -0.143
C 1.058 1.022 1.206 -0.117
C 1.407 0.215 -0.040 -0.362
C 0.759 0.763 -1.350 -0.085
C -0.119 2.017 -1.247 -0.193
C -1.604 1.731 -0.970 -0.185
C -2.375 3.020 -0.599 -0.198
C -3.071 2.949 0.765 -0.206
C -4.058 1.787 0.951 -0.205
C -5.049 1.555 -0.203 -0.209
C -4.801 0.310 -1.052 -0.244
C -4.797 -1.011 -0.259 -0.095
O 2.804 -0.020 -0.266 -0.018
C 3.700 0.976 0.096 -0.323
C 3.559 2.304 -0.625 0.013
N 5.053 0.366 -0.172 0.120
C 6.020 1.316 -0.605 -0.509
O 6.439 1.345 -1.705 0.215
F 6.418 2.230 0.283 0.143
C 5.506 -0.376 0.942 -0.504
O 6.143 0.028 1.848 0.200
F 5.158 -1.645 0.871 0.178
C 0.817 -1.220 0.138 -0.233
C 1.376 -2.181 -0.942 -0.086
C 0.520 -3.407 -1.247 -0.398
C 1.108 -4.111 -2.499 -0.327
O 0.575 -4.317 -0.137 -0.045
O -0.610 -1.177 0.085 -0.078
C -1.256 -1.347 1.283 -0.210
N -1.391 -2.781 1.660 0.180
C -1.724 -3.012 2.800 -0.318
O -2.038 -3.204 3.917 0.147
H 0.917 1.378 4.294 0.054
H 0.654 -0.477 4.155 0.055
H 2.543 -0.116 2.408 0.107
H -0.024 1.044 1.289 0.109
H 1.350 2.080 1.148 0.120
H 0.191 -0.003 -1.869 0.126
H 1.593 1.017 -2.003 0.118
H -0.109 2.474 -2.240 0.118
H 0.259 2.788 -0.574 0.093
H -2.008 1.408 -1.927 0.107
H -1.739 0.976 -0.202 0.085
H -3.157 3.171 -1.347 0.096
H -1.736 3.900 -0.673 0.104
H -2.278 2.838 1.512 0.106
H -3.596 3.890 0.936 0.106
H -3.512 0.868 1.158 0.070
H -4.621 2.002 1.860 0.106
H -6.036 1.420 0.249 0.106
H -5.145 2.446 -0.825 0.102
H -5.620 0.250 -1.771 0.101
H -3.892 0.361 -1.646 0.084
H -4.023 -1.658 -0.674 0.073
H -5.724 -1.565 -0.389 0.068
H -4.561 -0.889 0.795 0.054
H 3.708 1.194 1.171 0.148
H 3.790 2.236 -1.687 0.107
H 4.117 3.100 -0.140 0.098
H 2.519 2.617 -0.577 0.069
H 1.106 -1.658 1.096 0.146
H 2.325 -2.540 -0.539 0.131
H 1.602 -1.652 -1.864 0.115
H -0.521 -3.151 -1.443 0.133
H 2.063 -4.523 -2.197 0.018
H 0.450 -4.857 -2.952 -0.186
H 1.333 -3.305 -3.200 0.058
H 1.256 -4.022 0.468 0.067
H -2.267 -0.948 1.217 0.104
H -0.764 -0.839 2.116 0.107
I 1.443 -6.248 -4.270 -0.293
```

Computed properties:
* energy: -53265.3157 eV
* molecular weight: 603.47 g/mol
* net charge: -1
* HOMO-LUMO gap: 0.1419 Ha



# 5
Molecular formula: C23H38FN8O3
Method: DFT, the ωB97M-V functional and the def2-TZVPD basis

```
73
Properties=species:S:1:pos:R:3:lowdin_charge:R:1
O 5.259 -4.410 1.217 -0.066
C 5.340 -3.730 0.042 -0.111
O 5.750 -2.288 -0.026 -0.139
C 4.571 -1.539 0.524 -0.179
C 4.217 -0.387 -0.587 -0.164
C 2.688 0.198 -0.525 -0.202
C 1.525 -0.916 -0.221 -0.165
C 0.003 -0.460 -0.672 -0.188
C -0.425 -1.425 -1.927 -0.087
O -1.872 -1.631 -2.092 -0.279
C -2.403 -2.148 -0.800 -0.084
C -2.351 -0.843 0.239 -0.181
F -2.907 0.360 -0.423 -0.048
N -0.872 -0.657 0.576 0.083
H 5.005 -4.351 -0.912 0.172
H 3.739 -2.343 0.695 0.104
H 4.849 -1.076 1.573 0.150
H 4.935 0.536 -0.346 0.122
H 4.556 -0.761 -1.660 0.123
H 2.602 1.077 0.272 0.109
H 2.406 0.695 -1.573 0.098
H 1.876 -1.926 -0.737 0.116
H 1.577 -1.137 0.951 0.127
H 0.058 0.683 -0.972 0.178
H -0.036 -0.946 -2.948 0.166
H 0.049 -2.508 -1.778 0.128
H -3.479 -2.604 -0.889 0.138
H -1.678 -3.003 -0.448 0.119
H -2.894 -1.077 1.274 0.163
H -0.723 0.124 1.282 0.183
H -0.561 -1.571 1.014 0.182
C -5.167 1.777 -1.862 -0.097
C -6.119 2.801 -2.325 -0.267
N -6.870 3.610 -2.691 0.128
H -5.316 1.536 -0.804 0.065
H -5.272 0.843 -2.425 0.078
H -4.129 2.108 -1.976 0.073
C -4.341 3.161 2.217 -0.059
C -3.515 1.984 2.536 -0.239
N -2.863 1.054 2.787 0.118
H -5.401 2.979 2.425 0.094
H -4.042 4.036 2.804 0.043
H -4.261 3.437 1.161 0.082
C -4.476 3.536 6.664 -0.067
C -4.153 4.536 5.633 -0.254
N -3.898 5.326 4.818 0.128
H -5.541 3.546 6.918 0.086
H -4.232 2.521 6.334 0.079
H -3.921 3.717 7.591 0.086
C 5.527 3.110 -2.752 -0.065
C 4.619 2.027 -3.166 -0.251
N 3.902 1.171 -3.493 0.126
H 5.260 3.508 -1.768 0.048
H 6.565 2.767 -2.691 0.087
H 5.505 3.948 -3.457 0.086
C 2.541 -6.373 0.716 -0.055
C 1.590 -5.349 0.253 -0.238
N 0.838 -4.540 -0.113 0.124
H 2.393 -6.614 1.774 0.094
H 2.436 -7.307 0.154 0.091
H 3.579 -6.042 0.603 0.054
C 2.814 3.574 2.823 -0.073
C 3.778 3.584 1.710 -0.258
N 4.540 3.591 0.831 0.138
H 2.842 2.629 3.375 0.081
H 3.018 4.375 3.542 0.088
H 1.786 3.712 2.469 0.080
C -3.721 -2.499 -5.514 -0.049
C -2.956 -2.102 -4.319 -0.027
N -2.352 -1.788 -3.376 0.017
H -4.539 -3.182 -5.262 0.079
H -4.165 -1.633 -6.016 0.089
H -3.088 -3.009 -6.248 0.090
```

Computed properties:
* energy: -45225.2763 eV
* molecular weight: 493.61 g/mol
* net charge: +1
* HOMO-LUMO gap: 0.1940 Ha



# 6
Molecular formula: C23H38GeN2PRuS2
Method: DFT, the ωB97M-V functional and the def2-TZVPD basis

```
68
Properties=species:S:1:pos:R:3:lowdin_charge:R:1
Ru 1.002 -0.705 -0.744 0.562
C 1.707 -1.078 2.173 -0.059
N 0.659 -0.236 1.530 -0.219
C 0.982 1.207 1.699 -0.139
C 0.418 2.003 0.547 -0.168
N 1.136 1.632 -0.678 -0.249
C 0.563 2.305 -1.874 -0.040
C 2.552 2.020 -0.633 -0.308
C 2.961 3.246 -0.124 -0.028
C 4.304 3.589 -0.151 -0.063
C 5.233 2.713 -0.700 -0.067
C 4.818 1.500 -1.224 -0.094
C 3.470 1.151 -1.195 -0.562
S 2.921 -0.403 -1.836 0.646
C -0.634 -0.544 2.135 -0.256
C -0.829 -0.308 3.494 -0.016
C -2.011 -0.670 4.115 -0.040
C -3.018 -1.290 3.387 -0.059
C -2.837 -1.514 2.036 -0.099
C -1.661 -1.116 1.396 -0.451
S -1.466 -1.509 -0.309 0.896
H 1.832 -0.824 3.230 0.095
H 2.649 -0.920 1.652 0.084
H 1.416 -2.122 2.093 0.080
H 2.066 1.306 1.751 0.129
H 0.572 1.594 2.633 0.126
H 0.465 3.075 0.760 0.126
H -0.637 1.759 0.406 0.100
H 0.793 3.373 -1.851 0.105
H -0.517 2.192 -1.900 0.062
H 0.995 1.865 -2.770 0.094
H 2.247 3.945 0.290 0.113
H 4.624 4.541 0.249 0.110
H 6.283 2.972 -0.718 0.111
H 5.535 0.809 -1.648 0.108
H -0.039 0.137 4.085 0.119
H -2.135 -0.488 5.174 0.117
H -3.938 -1.591 3.869 0.118
H -3.612 -1.993 1.451 0.107
C 3.067 -3.453 -0.681 -0.278
P 1.372 -2.921 -1.046 0.585
C 0.393 -4.149 -0.135 -0.274
C 1.148 -3.404 -2.780 -0.252
H 3.179 -4.524 -0.863 0.055
H 3.308 -3.244 0.362 0.043
H 3.766 -2.901 -1.303 0.005
H 0.754 -5.148 -0.385 0.056
H -0.661 -4.082 -0.392 0.013
H 0.498 -3.999 0.941 0.041
H 1.407 -4.454 -2.932 0.056
H 1.783 -2.784 -3.413 0.034
H 0.111 -3.251 -3.080 0.046
C -5.037 -0.332 -1.196 -0.203
Ge -3.601 0.942 -0.928 0.767
C -3.672 1.723 0.849 -0.197
C -3.638 2.374 -2.244 -0.211
C -1.922 -0.045 -1.293 -0.555
H -6.005 0.166 -1.133 0.030
H -5.009 -1.117 -0.441 0.010
H -4.956 -0.796 -2.180 0.030
H -4.566 2.348 0.898 0.033
H -2.813 2.368 1.045 0.016
H -3.736 0.976 1.636 0.004
H -4.665 2.705 -2.398 0.028
H -3.241 2.051 -3.207 0.027
H -3.060 3.231 -1.896 0.021
H -1.032 0.569 -1.314 -0.060
H -2.041 -0.475 -2.291 0.042
```

Computed properties:
* energy: -117500.7728 eV
* molecular weight: 611.36 g/mol
* net charge: +1
* HOMO-LUMO gap (alpha / beta): 0.2691 / 0.2743 Ha



energy of number 6 (C23H38GeN2PRuS2)?
-117500.7728 eV